Molecular formula: C14H16
Method: DFT, the ωB97M-V functional and the def2-TZVPD basis

- ΔE to the lowest compared entry with this formula, charge and spin (eV) = 0.6503
- molar mass (g mol⁻¹) = 184.282
- expectation value of S² = 0.769
- net charge = +1
- electronic energy (a.u.) = -542.729669
- Kohn-Sham gap (alpha / beta) (eV) = 7.17 / 3.63
- LUMO level (alpha / beta) (eV) = -4.53 / -8.06
- spin multiplicity = 2

```
30
Properties=species:S:1:pos:R:3:forces:R:3
C -1.272 -0.048 2.424 -0.3 -0.8 0.9
C -2.887 -0.165 0.623 0.7 -0.1 0.2
C 0.726 1.874 0.313 -0.1 -0.2 0.6
C 1.409 2.161 -2.085 0.3 0.4 -0.9
C -0.832 -1.366 2.092 -0.1 -0.6 -0.5
C 2.067 0.305 -3.464 -0.4 0.0 -0.7
C 1.106 1.330 -1.029 0.1 0.2 0.2
C 0.484 -1.916 2.491 -0.7 -0.3 1.2
C -2.232 0.535 1.671 -0.4 1.0 -0.3
C 1.161 -0.035 -1.275 0.5 -0.3 0.6
C 1.747 -0.545 -2.421 -0.9 -0.4 0.5
C -2.644 -1.554 0.496 0.2 -0.1 -0.6
C 1.752 1.644 -3.341 0.1 0.6 0.9
C -1.654 -2.155 1.212 -0.2 0.4 0.0
H 1.769 -1.631 -2.448 0.5 0.2 -0.5
H 1.206 2.813 0.593 0.1 0.0 -0.3
H -2.472 1.581 1.848 -0.2 -0.2 0.1
H -3.526 0.336 -0.095 -0.1 0.0 0.3
H 0.885 -0.748 -0.497 0.0 0.2 0.0
H 0.829 -1.515 3.447 0.2 0.3 -0.3
H 0.383 -2.993 2.653 0.1 0.0 -0.3
H 1.489 3.247 -2.012 -0.5 -0.2 0.4
H -1.463 -3.208 1.056 0.3 0.0 0.0
H -3.124 -2.097 -0.304 -0.3 -0.1 0.1
H 0.961 1.162 1.115 0.0 0.0 -0.1
H 2.479 -0.070 -4.386 0.0 -0.1 -0.1
H 1.760 2.389 -4.125 0.6 -0.4 -0.4
H -0.972 0.362 3.385 0.5 0.4 -0.5
H -0.344 2.048 0.366 -0.3 0.1 0.0
H 1.211 -1.742 1.701 0.2 0.1 -0.1
```
Forces are in eV/Å.

Molecular formula: C19H13ClN2O4
Method: DFT, the ωB97M-V functional and the def2-TZVPD basis

- ΔE to the lowest compared entry with this formula, charge and spin (eV) = 0.1399
- molar mass (g mol⁻¹) = 368.776
- net charge = 0
- electronic energy (a.u.) = -1602.521621
- Kohn-Sham gap (eV) = 8.69
- LUMO level (eV) = 0.26
- structure (SMILES) = C[C@H](C(=O)O)c1ccc2c3cc(Cl)ccc3n(C(=O)c3cocn3)c2c1

```
39
Properties=species:S:1:pos:R:3:forces:R:3
Cl -5.272 2.375 -1.937 -0.2 -0.3 -0.1
O 5.263 1.745 -1.404 -0.3 0.1 0.8
O 4.542 3.545 -0.183 0.5 -3.0 -0.9
O -2.505 -5.289 1.286 -0.9 -0.3 0.5
O 0.487 -2.656 0.807 -0.5 0.3 -0.9
N -0.801 -1.080 -0.196 -0.1 -2.8 0.7
N -3.030 -3.111 1.148 0.0 -1.5 0.3
C 0.238 2.278 -0.736 0.9 -0.1 0.7
C 1.585 2.344 -0.387 -0.9 1.6 -0.3
C -2.818 1.720 -1.157 1.2 1.2 0.4
C -4.043 1.231 -1.491 0.1 0.1 0.0
C -3.456 -4.320 1.432 0.0 1.4 -0.5
C -2.022 -0.511 -0.609 -0.3 0.9 -0.4
C 4.562 2.320 -0.405 -0.9 2.4 1.3
C 3.729 1.356 0.490 0.1 -0.1 -0.4
C -1.812 0.853 -0.754 -0.3 -0.1 -0.4
C -3.246 -1.015 -1.019 -0.2 -0.1 -0.2
C -1.394 -4.652 0.932 0.5 2.3 -0.7
C -4.233 -0.135 -1.481 -0.7 -0.9 0.2
C 2.281 1.261 0.048 -0.7 -2.5 -0.1
C -0.637 -2.343 0.421 1.7 1.0 1.2
C 0.230 -0.105 -0.205 0.6 1.3 0.6
C -0.412 1.084 -0.544 -0.3 1.1 -0.7
C 1.602 -0.007 0.128 -0.4 0.6 -0.4
C -1.694 -3.299 0.826 -0.3 -1.3 -0.5
C 3.774 1.793 1.950 0.2 0.3 0.5
H -5.206 -0.514 -1.805 0.4 -0.1 0.1
H 2.140 -0.864 0.449 0.4 -0.6 0.2
H 5.839 2.432 -1.773 -0.1 0.1 -0.1
H 4.813 1.701 2.296 -0.3 0.3 0.2
H -4.494 -4.563 1.704 0.9 -0.2 -0.1
H 4.168 0.364 0.441 0.1 -0.1 -0.3
H 3.409 2.823 2.062 0.3 -0.2 -0.1
H 3.129 1.170 2.597 0.3 0.0 -0.5
H -0.447 -5.139 0.716 -0.6 -0.3 0.3
H 2.038 3.324 -0.371 0.3 0.0 -0.3
H -2.607 2.797 -1.180 -0.2 -0.5 -0.1
H -0.289 3.159 -1.070 0.0 0.0 0.0
H -3.409 -2.073 -1.025 -0.3 -0.2 0.0
```
Forces are in eV/Å.

Molecular formula: C26H30NO3PdS3
Method: DFT, the ωB97M-V functional and the def2-TZVPD basis

- ΔE to the lowest compared entry with this formula, charge and spin (eV) = 0.0307
- molar mass (g mol⁻¹) = 607.151
- expectation value of S² = 6.016
- net charge = +1
- electronic energy (a.u.) = -2611.332394
- Kohn-Sham gap (alpha / beta) (eV) = 8.66 / 5.17
- LUMO level (alpha / beta) (eV) = -2.11 / -5.59
- spin multiplicity = 5

```
64
Properties=species:S:1:pos:R:3:forces:R:3
Pd -0.618 -0.662 0.557 0.2 -0.5 -0.1
S 2.145 2.660 -1.984 0.1 -0.1 -0.2
S 3.646 -0.365 -3.172 0.0 0.1 0.0
S 1.571 -0.320 1.765 0.1 0.0 0.2
O -0.094 -2.785 0.550 0.1 -0.1 0.0
O -1.741 -2.293 1.940 0.0 0.0 -0.2
O 0.494 0.273 -0.953 -0.3 0.1 0.0
N -2.156 -1.550 -1.021 0.0 -0.1 -0.1
C 2.960 -1.926 0.362 0.1 0.0 0.0
C 1.638 -1.847 -2.677 -0.1 0.0 0.0
C 3.364 -1.697 -4.202 0.0 0.0 0.0
C 3.333 3.715 -1.347 -0.1 0.1 0.1
C 2.272 -0.775 0.235 0.0 0.0 0.0
C 1.884 0.053 -0.974 0.1 0.0 0.0
C -1.591 2.203 0.039 0.0 0.1 -0.1
C -2.133 -3.029 -1.218 0.0 0.0 0.0
C 2.265 -2.405 -3.821 0.0 0.0 -0.1
C -2.649 0.887 1.614 0.0 0.0 -0.1
C 2.170 -1.742 2.545 0.0 0.1 0.0
C 3.608 1.796 -0.088 0.1 0.0 -0.1
C 2.919 -2.468 1.692 0.0 0.0 0.0
C -0.985 1.098 3.568 0.0 0.0 0.0
C -1.422 1.350 2.174 0.1 0.1 0.1
C 2.265 -0.726 -2.221 0.1 0.0 0.0
C -0.781 2.193 1.210 0.0 0.0 0.1
C -3.664 0.100 2.349 0.0 0.0 0.0
C -1.294 2.887 -1.232 0.0 0.0 0.0
C 4.025 3.136 -0.331 0.1 0.0 -0.1
C 2.605 1.391 -0.917 -0.1 0.0 0.1
C -2.184 -3.788 0.120 0.0 0.0 0.0
C -1.270 -2.983 1.001 -0.1 0.2 0.2
C -3.878 1.254 -0.651 0.0 0.0 0.0
C -2.743 1.408 0.291 -0.1 0.0 0.1
C 0.454 2.977 1.424 0.0 0.0 0.0
H -4.077 0.704 3.163 0.0 0.0 0.0
H 3.461 -2.401 -0.468 0.0 0.0 0.0
H -4.579 0.484 -0.337 0.0 0.0 0.0
H -0.734 2.178 -1.856 0.0 0.0 0.0
H -1.796 -1.097 -1.857 0.0 0.0 0.0
H 0.775 -2.267 -2.177 0.0 0.0 0.0
H -4.435 2.195 -0.714 0.0 0.0 0.0
H 1.971 -1.917 3.589 0.0 0.0 0.0
H 1.190 2.414 1.995 0.0 0.0 0.0
H 0.051 1.389 3.725 0.0 0.0 0.0
H 3.423 -3.379 1.979 0.0 0.0 0.0
H -1.825 -4.804 -0.039 0.0 0.0 0.0
H 4.820 3.632 0.208 0.0 0.0 0.0
H -3.184 -3.820 0.548 0.0 0.0 0.0
H -1.195 -3.270 -1.710 0.0 0.0 0.0
H 0.220 3.875 2.008 0.0 0.0 0.0
H -3.115 -1.247 -0.896 0.0 0.1 0.0
H 4.020 -1.888 -5.036 0.0 0.0 0.0
H -2.953 -3.339 -1.866 0.0 0.0 0.0
H -1.112 0.044 3.824 0.0 0.0 0.0
H -3.524 1.039 -1.661 0.0 0.0 0.0
H -2.203 3.181 -1.756 0.0 0.0 0.0
H -4.487 -0.211 1.710 0.0 0.0 0.0
H 4.057 1.149 0.654 0.0 0.0 0.0
H 3.460 4.705 -1.754 0.0 0.0 0.0
H -0.653 3.754 -1.092 0.0 0.0 0.0
H 1.918 -3.288 -4.338 0.0 0.0 0.0
H -1.607 1.675 4.260 0.0 0.0 0.0
H 0.908 3.282 0.483 0.0 0.0 0.0
H -3.211 -0.790 2.786 0.0 0.0 0.0
```
Forces are in eV/Å.